Version w
# C5H9N3

The molecule C5H9N3 (wB97M-V/def2-TZVPD, the Open Molecules 2025 dataset).

Results
HOMO   -8.51 eV
LUMO energy   0.749 eV

Structure (XYZ):
```
17
Properties=species:S:1:pos:R:3:mulliken_charge:R:1
C 2.85 -0.90 0.01 -0.6797
C 0.81 0.35 0.04 0.4522
C -0.09 1.63 -0.02 -0.2369
C -1.30 -0.41 0.01 0.5181
C -2.58 -1.18 0.00 -1.1531
H 3.20 -1.01 1.03 0.2585
H 2.30 -1.88 -0.18 0.2772
H 3.70 -0.70 -0.73 0.2547
H -0.02 2.37 0.85 0.2232
H -0.14 2.07 -1.02 0.2531
H -2.28 1.55 -0.24 0.2699
H -3.32 -0.76 -0.68 0.3364
H -2.52 -2.29 -0.16 0.2818
H -3.03 -0.83 0.92 0.3256
N 2.06 0.42 -0.02 -0.5077
N -1.44 0.99 0.07 -0.2724
N -0.05 -0.76 -0.05 -0.6007
```

Version x
# C5H9N3

The molecule C5H9N3 (wB97M-V/def2-TZVPD, the Open Molecules 2025 dataset).

Results
HOMO   -8.88 eV
LUMO energy   0.819 eV

Structure (XYZ):
```
17
Properties=species:S:1:pos:R:3:mulliken_charge:R:1
C -0.50 -0.35 -0.51 0.1084
C -0.14 1.15 -0.13 -0.5478
C 1.21 0.64 0.29 -0.1972
C 1.06 -0.77 0.97 -0.6411
C 0.83 -1.01 -0.48 0.0459
H -2.66 0.89 0.46 0.2361
H -3.53 -0.64 0.22 0.2999
H -1.03 1.64 0.67 0.2530
H 0.20 1.64 -1.29 0.2557
H 1.70 1.62 0.85 0.3259
H 2.17 -1.21 1.13 0.2340
H 0.31 -0.71 1.73 0.3773
H 1.00 -2.05 -0.94 0.4954
H 2.45 -0.04 -1.36 0.2062
N -2.89 0.03 -0.24 -0.4769
N -1.67 -0.86 -0.25 -0.4686
N 1.50 0.02 -1.11 -0.5060
```

Which one sits at the bottom of the stability order? version x does.

Version w
# C5H9N3

The molecule C5H9N3 (wB97M-V/def2-TZVPD, the Open Molecules 2025 dataset).

Results
HOMO   -8.79 eV
LUMO energy   0.030 eV

Structure (XYZ):
```
17
Properties=species:S:1:pos:R:3:mulliken_charge:R:1
C 1.21 1.57 0.07 -1.0083
N 0.30 0.44 -0.06 0.1077
C 0.74 -0.85 0.25 0.5579
C -0.44 -1.82 0.20 -0.2731
C -1.08 0.49 -0.33 -0.1488
C -1.83 1.48 0.24 -0.7893
N 1.96 -1.25 0.26 -0.7251
N -0.41 -2.85 -0.60 -0.5953
H 1.99 -2.27 0.35 0.2881
H 0.01 -2.59 -1.51 0.2808
H -1.08 -1.82 1.10 0.3886
H -1.47 -0.07 -1.18 0.3974
H 1.10 2.03 1.05 0.2950
H 0.99 2.33 -0.69 0.3407
H 2.26 1.29 -0.05 0.3722
H -1.51 2.05 1.10 0.2545
H -2.76 1.83 -0.20 0.2572
```

Version x
# C5H9N3

A structure of composition C5H9N3 (wB97M-V/def2-TZVPD, the Open Molecules 2025 dataset).

Results
HOMO   -7.64 eV
LUMO energy   -0.010 eV

Structure (XYZ):
```
17
Properties=species:S:1:pos:R:3:mulliken_charge:R:1
C 2.69 -0.28 0.41 -0.9509
C 1.21 0.16 -0.05 0.6376
C 0.49 1.42 -0.07 -0.4409
C -0.93 1.59 -0.34 -0.1363
C -3.00 -0.93 0.50 -0.4914
H 3.46 -1.21 -0.10 0.2658
H 3.11 0.70 0.55 0.3086
H 2.57 -0.61 1.73 0.2191
H -0.21 -1.07 -1.48 0.2754
H 1.21 -2.02 -1.10 0.2364
H 0.91 2.32 0.37 0.2880
H -1.11 2.71 -0.42 0.2512
H -3.31 -1.98 0.49 0.2513
H -3.78 -0.22 0.75 0.2950
N 0.73 -1.00 -0.83 -0.4429
N -2.03 0.82 -0.23 -0.5491
N -2.00 -0.40 -0.17 -0.0171
```

Version y
# C5H9N3

The molecule C5H9N3 (wB97M-V/def2-TZVPD, the Open Molecules 2025 dataset).

Results
HOMO   -7.88 eV
LUMO energy   0.630 eV

Structure (XYZ):
```
17
Properties=species:S:1:pos:R:3:mulliken_charge:R:1
C 1.00 -2.02 1.01 -0.7749
C 0.86 -0.45 0.72 0.3287
C 0.94 0.85 -1.05 0.0218
C -0.54 -0.04 0.23 0.4790
C -1.56 -0.58 1.00 -1.0879
H 2.08 -2.26 1.75 0.2275
H -0.12 -2.45 1.49 0.2200
H 1.12 -2.30 -0.18 0.2638
H 1.15 0.25 1.62 0.2411
H 1.33 1.55 -1.83 0.3704
H -2.36 0.93 -1.34 0.3099
H -1.69 2.41 -0.47 0.2579
H -2.66 -0.53 0.93 0.2175
H -1.34 -1.30 1.85 0.2038
N 1.58 -0.03 -0.34 -0.7354
N -0.35 0.86 -0.70 0.3042
N -1.49 1.63 -1.13 -0.8473
```

Version z
# C5H9N3

The molecule C5H9N3 (wB97M-V/def2-TZVPD, the Open Molecules 2025 dataset).

Results
HOMO   -7.59 eV
LUMO energy   0.904 eV

Structure (XYZ):
```
17
Properties=species:S:1:pos:R:3:mulliken_charge:R:1
C -0.31 -0.84 1.91 -0.7316
C 0.18 -0.22 0.66 0.0798
C 1.39 0.20 0.20 -0.3219
C 1.31 0.80 -1.13 -0.4605
C -0.05 0.93 -1.26 0.1667
H 0.43 -2.57 1.66 0.3042
H -1.19 -2.62 1.43 0.2275
H 0.60 -0.70 2.66 0.2429
H -1.09 -0.09 2.36 0.3265
H 2.41 -0.04 0.46 0.3776
H 2.23 1.11 -1.72 0.2896
H -0.47 1.33 -3.18 0.2236
H -1.47 2.16 -2.17 0.2038
H -1.70 0.57 -0.03 0.2890
N -0.52 -2.30 2.00 -0.5725
N -0.89 1.32 -2.28 -0.5458
N -0.72 0.36 -0.25 -0.0988
```

Which one sits at the bottom of the stability order? version x does.

Version w
# C3H11NO3

A cluster of 3 separate species, C3H11NO3 in total (wB97M-V/def2-TZVPD, the Open Molecules 2025 dataset).

Results
HOMO   -9.83 eV
LUMO energy   0.676 eV

Structure (XYZ):
```
18
Properties=species:S:1:pos:R:3:mulliken_charge:R:1
O 2.87 -1.83 1.65 -0.4534
C 2.35 -1.29 0.70 -0.1895
C 0.77 -1.50 0.51 0.6015
C 0.25 -0.44 1.45 -1.5247
N 0.14 -1.46 -0.77 -0.7792
H 2.82 -0.53 0.15 0.4432
H 0.59 -2.50 1.02 0.2701
H -0.46 -0.84 2.21 0.2953
H -0.13 0.44 1.02 0.4580
H 0.96 0.12 2.06 0.3826
H -0.78 -1.72 -0.43 0.2875
H 0.59 -2.17 -1.38 0.2324
H -1.79 -0.30 -0.85 0.3376
H -2.44 1.09 -0.76 0.3023
O -2.56 0.25 -1.22 -0.6722
H -1.62 4.46 -2.30 0.3078
H -0.35 4.31 -1.46 0.3166
O -1.23 3.92 -1.61 -0.6159
```

Version x
# C3H11NO3

A cluster of 2 separate species, C3H11NO3 in total (wB97M-V/def2-TZVPD, the Open Molecules 2025 dataset).

Results
HOMO   -9.29 eV
LUMO energy   0.793 eV

Structure (XYZ):
```
18
Properties=species:S:1:pos:R:3:mulliken_charge:R:1
C 1.23 0.50 0.76 0.6486
C 1.73 -0.82 0.16 -1.2906
C 0.59 0.25 2.11 -1.3013
O 2.31 1.40 0.95 -0.5583
H 2.78 1.52 0.11 0.3186
H 0.51 0.94 0.05 0.1167
H 2.15 -0.67 -0.84 0.3692
H 2.48 -1.26 0.81 0.3540
H 0.89 -1.52 0.08 0.3044
H 0.31 1.15 2.66 0.3401
H -0.30 -0.36 2.00 0.3593
H 1.29 -0.23 2.79 0.3360
N -2.32 0.13 -1.85 -0.0909
O -3.14 0.43 -2.97 -0.4399
O -2.52 -1.08 -1.12 -0.4118
H -1.72 -1.55 -1.54 0.3727
H -4.18 0.41 -3.09 0.3209
H -2.08 0.76 -1.07 0.2523
```

Which one sits at the bottom of the stability order? version x does.

Version w
# C3H11NO3

A cluster of 3 separate species, C3H11NO3 in total (wB97M-V/def2-TZVPD, the Open Molecules 2025 dataset).

Results
HOMO   -9.42 eV
LUMO energy   0.813 eV

Structure (XYZ):
```
18
Properties=species:S:1:pos:R:3:mulliken_charge:R:1
C 0.68 2.44 0.65 0.1858
N 0.44 3.22 -0.33 0.1440
C -0.40 2.71 -1.41 -0.9734
C 0.63 4.60 -0.25 -0.7899
O 0.53 1.19 0.56 -0.6414
H 1.12 2.77 1.62 0.2619
H 0.20 2.72 -2.32 0.3537
H -1.39 3.18 -1.67 0.3087
H -0.61 1.64 -1.47 0.3239
H 1.22 4.98 -1.14 0.2552
H 1.24 4.77 0.77 0.2301
H -0.32 5.04 -0.25 0.3415
H 0.86 -6.31 0.08 0.3271
H 1.94 -7.20 0.97 0.3150
O 0.99 -7.02 0.76 -0.6409
H -1.87 -6.46 1.81 0.3212
H -3.12 -6.05 0.76 0.3126
O -2.16 -6.24 0.90 -0.6351
```

Version x
# C3H11NO3

A cluster of 2 separate species, C3H11NO3 in total (wB97M-V/def2-TZVPD, the Open Molecules 2025 dataset).

Results
HOMO   -10.22 eV
LUMO energy   0.569 eV

Structure (XYZ):
```
18
Properties=species:S:1:pos:R:3:mulliken_charge:R:1
C -1.56 0.97 0.33 -0.9045
O -1.65 2.37 0.01 -0.5063
C -0.12 0.48 0.48 0.4154
C -0.11 -1.03 0.73 -0.8972
O 1.23 -1.47 1.05 -0.5922
N 0.73 0.75 -0.68 -0.6059
H -2.17 0.74 1.24 0.3512
H -2.05 0.47 -0.49 0.3730
H -1.41 2.83 0.82 0.3213
H 0.36 0.96 1.36 0.3331
H -0.52 -1.54 -0.12 0.3689
H -0.71 -1.29 1.56 0.4430
H 1.88 -0.94 0.58 0.3604
H 0.17 0.65 -1.53 0.3031
H 0.99 1.70 -0.66 0.2217
H 1.63 -2.45 -1.07 0.3506
H 1.57 -1.14 -1.72 0.3285
O 1.75 -2.06 -1.91 -0.6643
```

Version y
# C3H11NO3

A cluster of 2 separate species, C3H11NO3 in total (wB97M-V/def2-TZVPD, the Open Molecules 2025 dataset).

Results
HOMO   -8.89 eV
LUMO energy   0.573 eV

Structure (XYZ):
```
18
Properties=species:S:1:pos:R:3:mulliken_charge:R:1
C -0.82 -0.29 1.33 -0.7313
C -0.19 1.09 1.23 0.5448
O -1.24 1.91 0.78 -0.5410
N -1.12 -1.28 0.28 -0.2612
C 0.12 -1.86 -0.43 -0.2701
O 0.05 -1.17 -1.76 -0.5226
H -0.33 -1.02 2.14 0.3010
H -1.87 -0.03 1.76 0.3226
H 0.73 1.06 0.61 -0.5006
H 0.09 1.66 2.16 0.3062
H -1.34 1.86 -0.14 0.2838
H -1.90 -0.95 -0.31 0.2736
H 1.01 -1.39 -0.03 0.2241
H -0.03 -3.02 -0.49 0.3094
H -0.21 -1.77 -2.50 0.2807
H 2.47 0.94 -0.24 0.2857
H 2.19 0.88 -1.67 0.3451
O 2.75 1.40 -1.03 -0.6501
```

Version z
# C3H11NO3

A cluster of 4 separate species, C3H11NO3 in total (wB97M-V/def2-TZVPD, the Open Molecules 2025 dataset).

Results
HOMO   -9.55 eV
LUMO energy   0.417 eV

Structure (XYZ):
```
18
Properties=species:S:1:pos:R:3:mulliken_charge:R:1
C 1.65 1.23 0.78 0.0006
C 1.72 -0.12 0.88 -0.8839
C 0.24 2.70 -0.19 -0.2800
N 0.48 2.01 0.85 -0.3797
H 2.58 1.76 0.68 0.3476
H 0.81 -0.71 0.96 0.5134
H 2.74 -0.39 0.67 0.2410
H 0.77 2.46 -1.13 0.2508
H -0.67 3.26 -0.35 0.2961
H 0.24 -0.23 -1.11 0.2835
H -0.37 -1.30 -1.93 0.2997
O -0.57 -0.41 -1.61 -0.6001
H -1.61 -2.63 -0.36 0.3399
H -0.99 -3.61 0.55 0.2960
O -0.82 -3.19 -0.30 -0.6328
H -2.72 0.06 0.33 0.3253
H -1.30 -0.27 0.54 0.2332
O -2.18 -0.63 0.73 -0.6507
```

Which one sits at the bottom of the stability order? version y does.

Version w
# C3H11NO3

A cluster of 3 separate species, C3H11NO3 in total (wB97M-V/def2-TZVPD, the Open Molecules 2025 dataset).

Results
HOMO   -10.02 eV
LUMO energy   0.804 eV

Structure (XYZ):
```
18
Properties=species:S:1:pos:R:3:mulliken_charge:R:1
C -0.27 -0.70 -0.60 0.0912
N -0.08 -0.08 0.58 -0.0589
C 0.11 -0.74 1.86 -0.6038
C 1.45 -1.46 1.99 -1.0672
O -0.15 -0.13 -1.67 -0.6868
H -0.59 -1.74 -0.49 0.3576
H -0.09 0.93 0.55 0.2988
H -0.70 -1.44 2.02 0.3191
H 0.05 -0.01 2.66 0.3514
H 1.52 -1.89 2.99 0.3523
H 2.25 -0.73 1.88 0.3071
H 1.58 -2.29 1.31 0.3415
H -1.34 0.20 -3.20 0.3567
H -2.47 1.19 -3.48 0.3025
O -1.63 0.87 -3.83 -0.6467
H -0.17 2.02 -1.24 0.3757
H 0.62 3.30 -0.77 0.3068
O -0.08 2.69 -0.55 -0.6970
```

Version x
# C3H11NO3

A cluster of 3 separate species, C3H11NO3 in total (wB97M-V/def2-TZVPD, the Open Molecules 2025 dataset).

Results
HOMO   -9.21 eV
LUMO energy   0.575 eV

Structure (XYZ):
```
18
Properties=species:S:1:pos:R:3:mulliken_charge:R:1
C 0.91 -0.85 2.96 0.1206
N 0.09 -0.80 1.89 0.0971
C 0.64 -1.14 0.58 -0.6791
C -1.36 -0.62 1.93 -0.8545
O 2.11 -0.84 2.79 -0.5797
H 0.57 -0.84 4.01 0.3385
H 0.15 -0.23 -0.04 0.1384
H 0.32 -2.07 0.16 0.3109
H 1.79 -1.11 0.41 0.2330
H -1.90 -1.58 1.53 0.2685
H -1.68 0.27 1.47 0.3288
H -1.76 -0.46 2.97 0.2839
H -0.72 1.39 -5.11 0.3000
H -1.08 0.87 -6.31 0.3094
O -1.46 1.53 -5.77 -0.6106
H -0.99 2.33 -2.40 0.3123
H 0.44 2.38 -1.80 0.3187
O -0.26 1.84 -2.15 -0.6360
```

Which one sits at the bottom of the stability order? version x does.